The following is a DFT calculation (the ωB97M-V functional and the def2-TZVPD basis) of C5H8O3 in the gas phase.

Results
molecular weight = 116.12 g/mol
energy above the lowest of the compared OMol25 structures with the same formula, charge and spin = 4.5564 eV
orbital gap = 7.72 eV
HOMO = -7.8189 eV

Geometry (Å):
C 0.037 1.719 -0.490
C -0.817 0.977 0.332
C -0.583 -2.195 0.226
C 0.213 -1.045 0.780
C 0.757 0.059 -0.628
O 0.829 2.662 0.143
O 0.729 -1.007 1.856
O 0.587 -0.481 -1.720
H 1.507 2.970 -0.469
H -0.250 1.934 -1.516
H 1.689 0.280 -0.101
H -0.757 1.102 1.404
H -1.683 0.499 -0.100
H 0.115 -2.983 -0.066
H -1.139 -1.910 -0.663
H -1.234 -2.580 1.012